[1]
Density functional theory data (ωB97M-V/def2-TZVPD) for C26H34BeClN6O2S as an isolated structure.

Structure (XYZ):
```
71
Properties=species:S:1:pos:R:3:forces:R:3:lowdin_charge:R:1
Be -0.4115 -0.0446 -0.0793 -0.28 0.25 0.03 0.08
Cl -0.8447 6.3816 -2.5687 0.01 -0.04 0.02 0.67
C -0.4640 4.8179 -1.9193 -0.03 0.01 -0.01 -0.67
C 0.8717 4.3983 -1.8641 0.02 0.02 0.00 -0.08
C 1.1994 3.1675 -1.3534 -0.04 0.00 -0.02 0.01
C 0.2082 2.2812 -0.8847 0.06 -0.04 -0.04 -0.30
O 0.5719 1.1111 -0.4260 0.02 -0.04 0.17 -0.06
C -1.1393 2.7266 -0.9388 -0.16 -0.03 0.05 -0.13
C -2.1865 1.9422 -0.3516 0.12 0.09 -0.07 0.01
N -1.9559 0.7499 0.0659 -0.06 -0.19 -0.02 0.08
C -2.8202 -0.0223 0.8608 0.15 0.00 -0.04 -0.16
C -4.1826 -0.0351 0.9090 -0.09 0.00 0.08 0.01
C -4.8363 -0.9014 1.8198 0.04 0.03 -0.04 -0.05
C -4.1304 -1.7178 2.6578 0.06 0.02 -0.01 -0.01
C -2.7121 -1.7267 2.6156 -0.07 -0.10 0.11 -0.14
C -1.8812 -2.5249 3.4398 -0.06 0.03 -0.02 0.02
C -0.5262 -2.4540 3.2982 0.06 0.05 -0.03 -0.02
C 0.0262 -1.6102 2.3110 0.04 -0.03 0.06 -0.09
N -0.7133 -0.8565 1.5341 -0.02 -0.15 -0.11 0.13
C -2.0730 -0.8941 1.6959 0.11 0.13 -0.09 -0.13
C -1.4538 3.9999 -1.4508 0.04 0.03 -0.04 -0.06
H 1.6454 5.0626 -2.2251 0.01 0.00 -0.01 0.11
H 2.2293 2.8413 -1.3048 0.01 0.00 0.00 0.12
H -3.1660 2.4015 -0.2117 0.01 0.01 0.02 0.15
H -4.7655 0.6082 0.2627 -0.02 -0.01 -0.01 0.12
H -5.9170 -0.9079 1.8491 -0.01 0.01 0.00 0.11
H -4.6422 -2.3645 3.3579 -0.01 -0.01 0.01 0.12
H -2.3294 -3.1800 4.1762 -0.01 -0.01 0.00 0.13
H 0.1355 -3.0448 3.9148 0.00 0.00 0.00 0.12
H 1.0936 -1.5767 2.1343 0.00 -0.03 0.00 0.08
H -2.4855 4.3276 -1.4731 -0.01 0.01 0.01 0.12
C 6.6744 -0.5032 1.6323 0.01 0.01 0.01 -0.08
C 5.8488 -0.3913 0.3619 -0.04 0.05 -0.09 -0.23
N 4.5120 -0.9681 0.5029 -0.01 -0.05 0.10 0.00
C 3.9218 -1.8769 -0.2912 0.05 0.10 -0.08 -0.83
S 2.2364 -1.9711 -0.3765 0.06 -0.08 -0.07 0.70
N 4.7031 -2.6895 -1.0440 -0.12 -0.09 0.08 -0.01
C 5.9246 -3.3464 -0.5610 0.04 0.05 -0.04 -0.24
C 5.6812 -4.8247 -0.3074 0.00 -0.02 -0.01 -0.07
H 7.6659 -0.0799 1.4760 0.01 0.02 -0.01 0.08
H 6.7893 -1.5399 1.9476 0.01 -0.02 0.00 0.07
H 6.2051 0.0426 2.4511 -0.02 0.00 0.00 0.08
H 6.3407 -0.8664 -0.4839 0.00 0.02 0.03 0.11
H 5.7224 0.6610 0.0952 0.04 0.00 -0.01 0.12
H 3.8435 -0.4140 1.0150 0.00 0.00 0.00 0.12
H 4.1358 -3.2755 -1.6390 0.00 -0.01 0.01 0.10
H 6.2383 -2.8599 0.3581 -0.02 -0.04 0.00 0.09
H 6.7206 -3.2086 -1.2955 0.02 0.00 0.03 0.12
H 4.8529 -4.9666 0.3870 0.00 0.01 0.03 0.08
H 6.5717 -5.2867 0.1175 0.02 -0.01 -0.01 0.08
H 5.4452 -5.3496 -1.2342 -0.02 0.00 -0.01 0.08
C 0.1331 -2.3615 -4.4386 0.19 -0.07 0.08 -0.03
N -0.1289 -1.5538 -3.2564 -0.25 0.04 -0.10 -0.08
C 0.3576 -0.1714 -3.2393 -0.03 -0.01 -0.07 0.00
C -0.6741 -2.0130 -2.1223 0.25 0.06 0.14 -0.44
O -0.6680 -1.2806 -1.0959 -0.08 0.00 0.07 -0.01
N -1.1781 -3.2686 -1.9935 0.09 -0.08 -0.03 -0.11
C -1.9839 -3.9745 -2.9800 -0.03 0.02 -0.01 -0.03
C -1.4274 -3.7414 -0.6362 -0.02 0.02 -0.04 -0.02
H 0.8931 -1.8546 -5.0255 0.05 -0.04 0.02 0.09
H -0.7441 -2.4825 -5.0731 0.02 0.06 -0.04 0.09
H 0.5235 -3.3402 -4.1572 -0.09 -0.01 0.02 0.10
H 0.8349 0.0281 -4.1933 -0.02 0.03 -0.01 0.09
H 1.0760 -0.0299 -2.4342 0.02 -0.01 -0.04 0.07
H -0.4641 0.5353 -3.1090 0.00 -0.02 0.02 0.10
H -1.8115 -3.6343 -3.9901 -0.02 0.04 0.01 0.06
H -3.0455 -3.8432 -2.7511 -0.01 -0.01 -0.01 0.10
H -1.7514 -5.0379 -2.9321 0.00 -0.01 -0.03 0.10
H -0.6719 -3.3600 0.0421 0.03 0.02 0.01 0.07
H -1.3698 -4.8293 -0.6460 -0.02 0.01 0.00 0.10
H -2.4218 -3.4448 -0.2870 0.02 0.02 0.04 0.10
```
Forces are in eV/Å.

Computed properties:
ΔE to the lowest compared entry with this formula, charge and spin = 0.0 kJ/mol
net charge = +1
E_tot = -64309.3752 eV
E_HOMO = -10.292 eV
Kohn-Sham gap = 7.22 eV

***

[2]
Density functional theory data (ωB97M-V/def2-TZVPD) for an isolated ion of composition C3H4NO and charge +1 at a distorted geometry.

Structure (XYZ):
```
9
Properties=species:S:1:pos:R:3:forces:R:3:lowdin_charge:R:1
C -0.9993 1.7963 2.1593 0.00 1.84 1.90 0.19
C 0.9001 -0.3304 -0.5165 1.42 -0.70 2.12 0.01
C -0.5625 -0.4371 -0.4854 2.52 -1.70 -2.89 -0.01
N -1.0389 0.9875 1.3311 0.76 -3.14 -3.59 0.02
O -1.3338 0.1039 0.3098 -2.93 1.19 1.95 0.14
H 1.4066 0.4716 0.0577 -1.06 -0.43 0.74 0.11
H 1.3599 -0.0511 -1.4438 -0.36 -0.92 -1.36 0.10
H -1.0560 -1.1670 -1.3129 0.55 1.87 2.29 0.24
H 1.3239 -1.3737 -0.0994 -0.90 1.99 -1.17 0.19
```
Forces are in eV/Å.

Computed properties:
ΔE to the lowest compared entry with this formula, charge and spin = 508.8 kJ/mol
net charge = +1
E_tot = -6699.3972 eV
E_HOMO = -16.962 eV
Kohn-Sham gap = 10.01 eV

***

[3]
Density functional theory data (ωB97M-V/def2-TZVPD) for a 3-piece molecular cluster, C21H20F2N4O8 overall at a distorted geometry.

Structure (XYZ):
```
55
Properties=species:S:1:pos:R:3:forces:R:3:lowdin_charge:R:1
C 0.6188 -4.1018 5.6259 0.35 -0.07 -0.69 0.09
C 0.7416 -3.5442 4.5388 0.93 1.88 0.59 -0.08
C 1.1313 -2.4268 3.5266 0.70 -0.91 -0.63 -0.07
C 2.3464 -2.5748 2.6976 -2.16 3.26 -0.44 -0.18
N 3.2433 -3.7281 2.6962 0.81 1.40 2.10 0.14
C 3.8744 -3.8413 3.7812 -2.35 -1.37 0.73 -0.26
O 4.2036 -4.1471 4.8702 0.49 0.87 -2.25 0.18
C 2.6975 -1.4218 1.7432 -2.77 1.24 1.35 0.06
C 1.8304 -0.2141 1.6610 0.40 -2.10 1.03 -0.19
N 2.1918 0.8722 0.7516 -0.38 -0.43 0.89 0.04
C 0.5488 -0.0645 2.5158 2.01 -1.37 -0.69 -0.14
N -0.1818 1.1212 2.3547 -1.92 -3.15 3.01 0.10
C -1.3029 1.0629 3.1563 0.35 -0.36 -0.04 -0.05
C -1.6987 -0.0682 4.0801 0.91 0.07 -0.47 -0.20
C -3.0446 0.0010 4.9243 0.93 -1.76 -0.27 -0.13
C -4.0065 -1.1972 4.4302 -0.04 0.37 -0.41 -0.21
C -5.0119 -0.7524 3.2782 -0.41 -0.89 0.69 -0.18
C -5.7379 -2.0763 2.7445 0.59 1.06 0.44 -0.26
O -4.8210 -2.6561 1.7715 -1.22 -0.70 1.03 -0.10
N -0.9288 -1.2000 4.2439 0.16 3.11 -2.10 0.15
C 0.2145 -1.1951 3.4334 0.67 -0.34 -0.36 -0.13
H 0.6018 -4.6539 6.6044 -0.16 0.89 -1.83 0.06
H 3.6251 -1.4739 1.1107 -1.21 0.01 0.76 0.11
H 2.6244 1.6398 1.2887 -0.26 -0.57 -0.32 0.09
H 1.3422 1.2753 0.3246 0.48 -0.35 0.35 0.06
H -1.9993 1.9603 3.1182 1.01 -1.25 0.03 0.12
H -3.5445 1.0095 4.8798 0.61 -1.09 0.09 0.11
H -2.7350 -0.3007 5.9808 -0.43 0.85 -1.26 0.12
H -4.6139 -1.6195 5.2976 0.72 0.75 -1.00 0.11
H -3.3652 -2.0535 4.0570 -0.63 1.06 0.43 0.11
H -4.4939 -0.2234 2.4200 -0.59 -0.66 0.99 0.12
H -5.7725 -0.0631 3.7614 0.78 -0.65 -0.77 0.11
H -6.7517 -1.8759 2.2860 1.10 -0.10 0.36 0.11
H -5.8829 -2.7620 3.6406 0.14 0.66 -1.09 0.12
H -5.0200 -3.6130 1.8021 0.38 0.68 -0.33 0.09
C 3.2825 0.6272 -3.7106 0.46 -0.90 -0.03 -0.07
C 3.4357 2.1103 -3.8459 -0.12 0.23 -0.56 -0.32
O 2.1355 2.5922 -3.5833 0.35 -0.31 0.69 0.12
C 1.5711 1.6832 -2.7384 -1.22 -0.19 0.61 -0.54
O 0.5855 1.8893 -2.0939 0.76 -0.15 -0.44 0.16
O 2.2729 0.5143 -2.7146 -0.26 0.79 -0.12 0.07
F 3.7763 2.4526 -5.1145 0.16 0.22 -0.05 0.07
H 2.9367 0.1547 -4.6329 0.00 0.30 -0.06 0.14
H 4.2042 0.1403 -3.3907 -0.17 0.01 0.20 0.14
H 4.1424 2.5568 -3.1410 0.05 0.09 -0.18 0.17
C 0.7537 3.9426 -8.1134 -0.48 0.74 -0.03 -0.06
C 1.3442 2.8333 -8.9295 0.62 0.06 -0.27 -0.32
O 1.8497 1.9493 -7.9497 -0.69 0.16 0.11 0.14
C 1.0525 2.1196 -6.8554 -0.05 -0.45 1.00 -0.52
O 1.0053 1.3635 -5.9377 0.03 0.25 -0.46 0.18
O 0.3123 3.2585 -6.9468 0.34 -0.52 -0.14 0.08
F 2.3771 3.2788 -9.6847 0.01 -0.09 -0.17 0.08
H 1.4925 4.6980 -7.8339 0.13 -0.17 -0.15 0.15
H -0.0777 4.4348 -8.6181 -0.07 -0.12 0.20 0.14
H 0.6244 2.3073 -9.5624 0.15 0.02 -0.10 0.18
```
Forces are in eV/Å.

Computed properties:
E_tot = -49871.3525 eV
E_HOMO = -8.202 eV
Kohn-Sham gap = 7.64 eV

***

[4]
Density functional theory data (ωB97M-V/def2-TZVPD) for one molecule with the formula C15H21N3O.

Structure (XYZ):
```
40
Properties=species:S:1:pos:R:3:forces:R:3:lowdin_charge:R:1
C 3.5844 -0.9535 2.0925 -0.14 -0.20 -0.07 -0.06
H 4.5686 -1.2951 2.4025 0.12 0.01 0.05 0.07
H 3.1295 -0.3978 2.9091 0.00 0.07 0.08 0.07
H 3.6950 -0.2844 1.2421 0.02 0.06 -0.05 0.08
C 2.7062 -2.1454 1.7140 0.31 0.14 -0.02 -0.19
N 1.3928 -1.7323 1.2988 -0.22 0.04 -0.34 0.02
C 0.3489 -1.4159 2.1460 -0.56 0.17 0.17 -0.15
C 0.2165 -1.5165 3.5159 0.14 -0.03 -0.22 -0.02
C -0.9926 -1.1225 4.0755 -0.16 0.05 0.13 -0.10
C -2.0286 -0.6418 3.2909 -0.05 -0.02 0.19 -0.10
C -1.9021 -0.5365 1.9119 0.21 -0.06 -0.20 -0.01
C -0.7044 -0.9281 1.3501 -0.07 -0.08 0.58 -0.15
N -0.2782 -0.9754 0.0426 -0.04 -0.03 0.08 0.02
C 1.0291 -1.4112 -0.0026 0.28 -0.32 -0.03 -0.39
N 1.6618 -1.5011 -1.1017 0.38 0.07 -0.54 0.14
H 2.6071 -1.8528 -1.0189 -0.04 0.02 0.15 0.03
C -0.9149 -0.4058 -1.1055 0.18 -0.01 0.27 -0.06
H -1.9780 -0.6637 -1.1106 0.05 -0.02 -0.09 0.14
C -0.7640 1.1141 -1.1273 -0.16 -0.10 -0.35 -0.33
O -0.3803 1.7144 -0.1577 0.05 -0.01 0.08 0.13
C -1.0587 1.8019 -2.4573 0.02 0.44 -0.03 -0.54
C 0.2708 1.7704 -3.2286 -0.10 -0.03 0.11 -0.03
H 0.6158 0.7498 -3.3752 0.10 -0.12 -0.06 0.08
H 0.1421 2.2398 -4.2015 -0.03 0.04 -0.11 0.09
H 1.0360 2.3130 -2.6789 0.09 0.05 0.03 0.09
C -1.4624 3.2544 -2.1909 0.14 -0.21 0.09 -0.04
H -1.5216 3.8088 -3.1241 -0.03 0.03 -0.13 0.09
H -0.7327 3.7318 -1.5426 0.01 0.07 0.03 0.08
H -2.4318 3.2944 -1.6987 -0.11 0.06 0.06 0.09
C -2.1507 1.1015 -3.2665 0.15 0.01 0.17 -0.05
H -1.8476 0.1056 -3.5766 -0.02 -0.15 -0.07 0.08
H -2.3599 1.6824 -4.1625 -0.01 0.03 -0.08 0.09
H -3.0717 1.0270 -2.6923 -0.16 -0.03 0.02 0.09
H -0.4241 -0.8397 -1.9795 -0.18 0.03 0.00 0.12
H -2.7078 -0.1502 1.3077 -0.08 0.06 -0.08 0.11
H -2.9526 -0.3388 3.7597 -0.07 0.03 0.04 0.10
H -1.1226 -1.1888 5.1452 -0.02 0.00 0.08 0.10
H 1.0188 -1.8835 4.1373 0.10 -0.04 0.05 0.11
H 2.5987 -2.8234 2.5657 -0.01 -0.02 -0.15 0.12
H 3.1651 -2.7049 0.8921 -0.11 -0.03 0.15 0.11
```
Forces are in eV/Å.

Computed properties:
ΔE to the lowest compared entry with this formula, charge and spin = 60.8 kJ/mol
E_tot = -22414.5388 eV
E_HOMO = -7.392 eV
Kohn-Sham gap = 8.19 eV

***

Among the records above, which one has the lowest E_tot? C26H34BeClN6O2S

***

Number 4 is which compound? C15H21N3O